Density functional theory data (ωB97M-V/def2-TZVPD) for a cluster of 20 separate species, C60H140N20O20 in total.

Each line ends with the Löwdin charge.
Positions of all 240 atoms, in Å:
C  -5.818  3.404  0.601  -0.381
O  -6.815  2.934  0.052  -0.007
N  -4.914  2.787  1.312  -0.191
C  -3.532  3.294  1.389  -0.032
C  -4.975  1.435  1.842  -0.028
H  -5.474  4.442  0.473  0.131
H  -3.373  3.372  2.465  0.071
H  -3.351  4.224  0.850  0.086
H  -2.888  2.503  1.007  0.078
H  -4.414  0.804  1.154  0.090
H  -4.560  1.447  2.850  0.067
H  -6.020  1.137  1.936  0.096
C  -2.698  -4.810  2.997  -0.342
O  -2.565  -5.038  4.205  -0.015
N  -1.892  -4.105  2.178  -0.150
C  -2.326  -3.459  0.921  -0.032
C  -0.596  -3.631  2.710  -0.049
H  -3.685  -5.077  2.586  0.135
H  -3.370  -3.453  0.607  0.095
H  -1.752  -3.799  0.059  0.062
H  -2.057  -2.409  1.037  0.071
H  0.063  -3.501  1.851  0.080
H  -0.545  -2.713  3.295  0.085
H  -0.171  -4.370  3.390  0.066
C  1.394  5.073  3.013  -0.284
O  0.508  4.219  3.064  -0.026
N  1.523  5.987  1.991  -0.194
C  0.560  6.100  0.951  -0.067
C  2.700  6.817  1.921  -0.045
H  2.112  5.225  3.834  0.136
H  0.309  7.118  0.653  0.093
H  -0.368  5.557  1.127  0.086
H  0.923  5.634  0.035  0.064
H  3.113  7.004  2.912  0.091
H  3.401  6.145  1.427  0.075
H  2.546  7.752  1.381  0.096
C  0.704  -8.607  0.084  -0.333
O  0.214  -9.488  -0.583  0.038
N  0.153  -7.381  0.277  -0.163
C  0.654  -6.535  1.285  -0.102
C  -1.163  -6.955  -0.201  -0.052
H  1.629  -8.743  0.665  0.135
H  1.533  -6.941  1.787  0.068
H  -0.087  -6.262  2.035  0.082
H  1.021  -5.575  0.922  0.069
H  -1.340  -6.010  -0.714  0.053
H  -1.648  -7.653  -0.882  0.089
H  -1.912  -6.934  0.591  0.086
C  -3.964  2.304  5.741  -0.317
O  -3.228  2.436  4.771  -0.014
N  -3.991  1.184  6.522  -0.164
C  -4.491  1.339  7.880  -0.066
C  -3.298  -0.112  6.183  -0.017
H  -4.678  3.061  6.102  0.137
H  -4.979  0.424  8.216  0.085
H  -5.255  2.103  8.030  0.086
H  -3.666  1.531  8.566  0.091
H  -3.245  -0.259  5.105  0.088
H  -2.239  0.010  6.411  0.075
H  -3.808  -1.003  6.548  0.077
C  4.868  0.224  -1.045  -0.299
O  5.770  0.545  -0.230  -0.058
N  4.476  -1.059  -1.201  -0.155
C  3.432  -1.330  -2.217  -0.031
C  5.107  -2.199  -0.521  -0.029
H  4.365  0.994  -1.649  0.129
H  3.619  -2.252  -2.767  0.074
H  3.299  -0.643  -3.053  0.070
H  2.474  -1.343  -1.697  0.085
H  5.581  -1.948  0.428  0.087
H  4.317  -2.923  -0.324  0.047
H  5.851  -2.722  -1.121  0.093
C  -2.546  -5.813  -4.226  -0.334
O  -2.077  -6.341  -3.239  0.006
N  -2.658  -4.495  -4.277  -0.155
C  -3.152  -3.823  -5.447  -0.065
C  -2.126  -3.546  -3.290  -0.025
H  -2.863  -6.304  -5.160  0.146
H  -3.991  -3.165  -5.223  0.069
H  -3.592  -4.544  -6.136  0.090
H  -2.507  -3.218  -6.084  0.084
H  -2.883  -2.800  -3.050  0.079
H  -1.892  -4.110  -2.386  0.060
H  -1.243  -2.959  -3.544  0.062
C  -1.356  4.055  -8.070  -0.330
O  -0.677  4.758  -8.837  -0.025
N  -0.869  3.040  -7.297  -0.158
C  -1.581  2.084  -6.435  -0.048
C  0.586  2.811  -7.417  -0.045
H  -2.429  4.111  -7.830  0.124
H  -1.772  1.146  -6.957  0.089
H  -2.552  2.420  -6.072  0.060
H  -1.005  1.947  -5.520  0.077
H  1.154  3.548  -7.984  0.083
H  0.943  2.791  -6.388  0.074
H  0.926  1.910  -7.927  0.076
C  -3.744  0.238  -4.120  -0.275
O  -3.423  -0.252  -5.232  -0.051
N  -4.774  1.164  -4.074  -0.177
C  -5.078  1.804  -2.842  -0.110
C  -5.711  1.415  -5.173  -0.047
H  -3.230  0.034  -3.168  0.123
H  -4.419  1.550  -2.012  0.083
H  -5.959  1.362  -2.375  0.079
H  -5.308  2.869  -2.876  0.092
H  -6.722  1.086  -4.932  0.077
H  -5.910  2.446  -5.466  0.083
H  -5.426  0.954  -6.119  0.086
C  1.930  -0.024  -5.970  -0.285
O  2.116  -0.094  -7.224  -0.046
N  0.951  -0.727  -5.329  -0.135
C  -0.036  -1.614  -5.902  -0.065
C  0.384  -0.358  -4.039  -0.095
H  2.602  0.586  -5.347  0.127
H  -1.016  -1.191  -6.122  0.073
H  -0.286  -2.463  -5.265  0.064
H  0.222  -2.098  -6.844  0.100
H  1.055  0.243  -3.427  0.081
H  -0.654  -0.035  -4.125  0.075
H  0.162  -1.215  -3.404  0.059
C  6.929  5.760  0.289  -0.302
O  5.820  6.324  0.452  -0.047
N  7.162  4.478  -0.115  -0.200
C  8.504  3.924  -0.211  -0.038
C  6.046  3.598  -0.330  -0.054
H  7.850  6.237  0.658  0.130
H  8.724  3.686  -1.252  0.089
H  8.418  2.958  0.287  0.093
H  9.262  4.540  0.272  0.091
H  6.392  3.051  -1.207  0.089
H  5.815  2.972  0.531  0.087
H  5.084  4.101  -0.433  0.074
C  3.177  -3.440  2.876  -0.354
O  3.711  -3.919  1.918  0.028
N  2.583  -4.131  3.870  -0.162
C  2.165  -3.474  5.116  -0.053
C  2.656  -5.589  3.888  -0.055
H  3.151  -2.364  3.108  0.136
H  1.191  -3.797  5.483  0.071
H  1.977  -2.405  5.018  0.061
H  2.934  -3.644  5.870  0.092
H  1.859  -6.214  4.290  0.098
H  2.861  -6.034  2.915  0.061
H  3.584  -5.893  4.372  0.094
C  -7.500  -3.086  -5.359  -0.291
O  -8.028  -4.053  -5.938  -0.012
N  -6.559  -3.236  -4.361  -0.180
C  -6.300  -2.106  -3.479  -0.071
C  -6.188  -4.505  -3.718  -0.048
H  -7.699  -2.054  -5.687  0.133
H  -6.950  -2.244  -2.615  0.090
H  -6.569  -1.129  -3.879  0.071
H  -5.301  -2.109  -3.044  0.071
H  -6.921  -4.964  -3.055  0.095
H  -6.036  -5.208  -4.536  0.087
H  -5.217  -4.475  -3.223  0.074
C  0.159  0.947  4.822  -0.327
O  0.592  -0.186  4.552  -0.058
N  0.588  1.579  5.928  -0.177
C  0.443  3.027  5.937  -0.056
C  1.374  0.978  7.038  -0.012
H  -0.521  1.568  4.218  0.131
H  -0.346  3.331  5.249  0.070
H  1.357  3.484  5.557  0.079
H  0.205  3.358  6.948  0.090
H  0.866  1.496  7.851  0.080
H  1.326  -0.102  7.178  0.066
H  2.356  1.452  7.068  0.086
C  2.922  4.585  -2.085  -0.419
O  2.476  3.507  -1.953  0.036
N  3.772  4.973  -3.062  -0.177
C  4.558  6.213  -2.802  -0.027
C  4.335  4.012  -4.016  -0.029
H  2.605  5.435  -1.461  0.121
H  4.740  6.535  -3.827  0.085
H  5.460  5.902  -2.274  0.070
H  4.025  6.955  -2.206  0.088
H  4.849  3.248  -3.433  0.083
H  3.565  3.630  -4.686  0.083
H  4.942  4.519  -4.767  0.088
C  -2.622  4.355  -4.257  -0.336
O  -2.608  3.240  -3.690  -0.027
N  -1.864  5.385  -3.968  -0.164
C  -1.858  6.592  -4.864  -0.023
C  -0.862  5.486  -2.939  -0.039
H  -3.141  4.551  -5.208  0.129
H  -0.862  6.692  -5.296  0.092
H  -2.173  7.485  -4.324  0.088
H  -2.614  6.543  -5.648  0.084
H  -0.571  4.480  -2.636  0.079
H  -0.057  6.093  -3.354  0.087
H  -1.202  5.939  -2.008  0.088
C  3.018  -4.748  -3.543  -0.377
O  2.669  -4.765  -4.719  0.007
N  2.252  -4.966  -2.486  -0.170
C  2.869  -5.178  -1.230  -0.074
C  0.786  -5.054  -2.534  -0.007
H  4.082  -4.602  -3.302  0.128
H  2.586  -6.164  -0.863  0.085
H  2.473  -4.546  -0.435  0.066
H  3.949  -5.098  -1.352  0.092
H  0.401  -5.902  -1.967  0.070
H  0.391  -4.188  -2.002  0.078
H  0.373  -4.977  -3.539  0.089
C  -2.658  -2.491  9.002  -0.351
O  -2.598  -2.002  10.107  0.019
N  -1.618  -2.563  8.123  -0.178
C  -1.847  -2.848  6.686  -0.055
C  -0.365  -1.961  8.415  -0.069
H  -3.634  -2.784  8.584  0.132
H  -1.208  -3.678  6.384  0.078
H  -1.443  -1.990  6.150  0.063
H  -2.910  -3.021  6.518  0.083
H  -0.252  -0.884  8.297  0.072
H  -0.002  -2.251  9.401  0.101
H  0.349  -2.396  7.716  0.077
C  5.914  1.849  6.169  -0.247
O  6.093  3.096  6.011  -0.032
N  5.053  1.065  5.369  -0.211
C  5.054  -0.351  5.494  -0.085
C  4.592  1.526  4.073  -0.054
H  6.363  1.181  6.920  0.125
H  5.760  -0.739  4.759  0.094
H  4.062  -0.733  5.254  0.076
H  5.416  -0.586  6.495  0.087
H  4.850  0.884  3.231  0.084
H  3.503  1.548  4.125  0.081
H  4.954  2.484  3.699  0.086
C  -0.553  0.776  -1.253  -0.301
O  -1.066  -0.294  -1.664  -0.069
N  0.025  0.917  -0.059  -0.185
C  0.707  2.112  0.316  -0.045
C  0.055  -0.215  0.849  -0.036
H  -0.619  1.721  -1.816  0.140
H  0.726  2.781  -0.544  0.064
H  1.668  1.857  0.762  0.098
H  0.079  2.496  1.120  0.076
H  1.090  -0.452  1.095  0.092
H  -0.633  -0.097  1.687  0.093
H  -0.182  -1.126  0.300  0.064

Output
gap between HOMO and LUMO = 0.33104 hartree
electronic energy = -4969.8963 Eh
E_HOMO = -8.98 eV
ΔE to the lowest compared entry with this formula, charge and spin = 392.4 kcal/mol
spin multiplicity = 1